Entry 1:
45
Properties=species:S:1:pos:R:3 method="wB97M-V/def2-TZVPD" homo_lumo_gap_ev=8.92 smiles="CC(=O)Nc1ccc(S(=O)(=O)N(C2=NC[C@@H](C)S2)c2ccccc2)cc1" total_charge=0
C -0.07 1.90 1.59
H -4.08 -2.18 -2.15
H 4.20 1.28 -3.97
C 1.41 1.94 3.93
C 1.91 1.29 2.82
N 1.44 2.37 -0.89
C 1.72 1.15 -0.69
N -4.02 -1.86 -1.19
H 1.99 1.95 4.85
H -7.32 -1.78 -0.88
H 0.47 -2.02 -1.83
H -0.90 -0.88 2.03
C -6.40 -1.96 -1.43
O 2.50 -1.73 -0.25
S 2.25 0.19 -2.09
C 0.18 2.57 3.88
N 1.68 0.55 0.53
C 1.57 2.80 -2.25
H -3.26 -1.12 1.28
C -0.36 -1.82 -1.17
H -0.20 3.08 4.75
H 4.27 2.30 -2.52
H 0.56 3.01 -2.63
H 2.13 3.73 -2.26
C 3.71 2.10 -3.44
H 1.72 1.51 -4.02
C 1.17 1.28 1.65
C -1.14 -1.17 1.02
H -6.38 -3.00 -1.74
H -0.63 1.88 0.67
C -0.55 2.56 2.71
H -1.52 3.04 2.66
C -1.67 -1.96 -1.59
C 2.28 1.72 -3.11
C -5.22 -1.65 -0.54
C -0.11 -1.42 0.13
H -6.39 -1.33 -2.32
S 1.57 -1.14 0.67
C -2.45 -1.31 0.60
C -2.73 -1.71 -0.71
O -5.32 -1.26 0.59
H 2.87 0.79 2.85
H 3.73 2.99 -4.07
H -1.88 -2.28 -2.60
O 1.68 -1.45 2.06

Entry 2:
45
Properties=species:S:1:pos:R:3 method="wB97M-V/def2-TZVPD" homo_lumo_gap_ev=7.87 total_charge=+1
C -1.52 2.55 -0.69
H -1.96 -2.64 5.82
H -1.62 3.23 0.17
O 0.11 -3.68 -1.61
H 5.99 1.69 -1.34
N -2.10 0.56 0.52
H 1.91 -1.16 -2.12
H -2.58 0.85 -1.48
C -3.67 -1.04 3.40
C -2.91 0.19 1.45
C 4.10 0.92 -0.72
C -2.14 -2.07 4.92
H -4.68 -0.79 3.09
H -0.05 -1.84 4.49
C 2.72 1.13 -0.67
H 2.73 -3.04 -3.20
Sc 0.05 0.03 0.46
C 0.78 2.65 -1.19
C -2.54 1.43 -0.56
H 5.06 3.76 -2.33
O -0.23 -0.47 2.30
C -1.06 -1.63 4.18
H 0.53 -1.18 -3.22
H 1.65 -2.74 -4.40
C -1.27 -0.89 3.01
O -0.25 -1.74 -0.66
H -3.96 0.50 1.37
C 1.18 -1.81 -2.61
C 3.05 3.26 -1.83
C -3.45 -1.78 4.54
H 0.53 3.60 -1.67
N -0.18 1.97 -0.66
H -3.54 1.83 -0.37
C -2.59 -0.59 2.61
N 1.75 -2.89 -3.41
C 4.40 3.04 -1.87
H 0.64 -3.98 -2.39
C 0.30 -2.41 -1.54
C 2.18 2.32 -1.23
H -1.69 3.13 -1.60
H 4.51 0.02 -0.29
O 1.92 0.24 -0.13
H 2.62 4.16 -2.25
C 4.92 1.87 -1.32
H -4.29 -2.12 5.14

Entry 3:
41
Properties=species:S:1:pos:R:3 method="wB97M-V/def2-TZVPD" homo_lumo_gap_ev="5.78 / 7.44" total_charge=0 spin_multiplicity=3 s_squared=2.006
C 2.05 -0.43 -2.96
C 1.73 -0.11 4.13
H 3.01 -0.61 -3.42
C 1.08 -1.56 -2.98
H -1.48 -0.78 0.69
H -2.13 -1.01 -3.83
O 2.15 -2.63 1.49
H 2.70 0.03 4.61
C 0.61 0.66 4.44
C -0.63 -0.27 2.61
H -2.41 1.28 -3.05
H -3.68 1.99 3.10
C -1.75 1.46 3.84
H -0.80 -2.20 -2.51
C 0.72 1.68 -2.49
C -0.59 0.65 3.69
C -1.60 0.70 -2.59
H -3.50 0.65 1.02
C 1.57 -1.11 3.16
C 1.49 0.91 -3.51
H -1.79 2.08 4.73
H 0.13 -1.13 0.20
O 3.81 -1.81 2.74
C -1.61 -0.22 1.63
H 2.34 1.53 -3.84
C -2.79 1.41 2.92
N 0.40 -1.18 2.49
C -1.22 -0.38 -3.61
H 2.39 -0.31 -1.91
H 0.60 1.32 5.29
H 1.46 -2.47 -2.47
H -0.95 0.03 -4.60
H -2.13 0.20 -1.79
H 0.90 0.69 -4.39
H -0.80 2.05 -1.05
C -2.70 0.62 1.77
C -0.26 -1.42 -3.08
C 2.62 -1.88 2.48
H 1.34 2.46 -2.02
C -0.52 1.53 -1.97
Pt 0.23 -2.41 1.04

Entry 4:
45
Properties=species:S:1:pos:R:3 method="wB97M-V/def2-TZVPD" homo_lumo_gap_ev=9.98 smiles="CCOC(=O)c1ccc(COC(=O)CNS(=O)(=O)c2ccccc2)cc1" total_charge=0
H -2.84 2.27 3.33
O 3.58 2.22 0.17
C -2.09 -0.26 1.21
C 4.67 -3.36 -4.67
C -6.26 0.78 3.38
O -4.84 -0.72 1.74
C -2.85 0.55 2.06
H 6.41 -2.64 -3.66
C 2.55 -2.71 -3.74
O 1.02 -1.69 -1.35
H -6.22 1.81 5.27
H -0.18 -0.59 0.32
H 1.04 0.57 -2.39
C 4.61 -1.97 -2.71
C 3.28 -3.39 -4.70
C -0.76 0.03 0.97
H 3.90 1.19 -2.21
N 2.02 0.35 -2.44
H 1.55 2.44 1.70
C 3.23 -2.01 -2.76
C -4.28 0.21 2.27
H -7.83 1.66 4.55
H -6.67 2.83 3.90
H 5.09 -1.42 -1.92
S 2.29 -1.08 -1.56
H -0.47 2.79 2.90
C 5.33 -2.65 -3.68
C -0.93 1.94 2.43
H -6.36 -0.22 3.81
C -0.17 1.13 1.58
O 3.13 -0.81 -0.42
H 5.23 -3.89 -5.42
H 2.77 -3.95 -5.47
C 2.86 1.45 -2.01
H -6.81 0.80 2.43
O 1.50 1.41 -0.09
C -6.78 1.84 4.34
H -2.57 -1.10 0.74
H 2.60 2.35 -2.57
O -4.88 1.04 3.12
C -2.26 1.65 2.67
H 1.48 -2.72 -3.72
H 1.93 0.70 1.78
C 2.72 1.73 -0.51
C 1.27 1.45 1.32

Entry 5:
45
Properties=species:S:1:pos:R:3 method="wB97M-V/def2-TZVPD" homo_lumo_gap_ev="7.92 / 5.50" total_charge=0 spin_multiplicity=3 s_squared=2.059
Br 3.30 1.56 0.09
N 2.64 -0.27 8.10
C 2.78 -0.25 6.96
H 2.24 0.86 -2.53
C -0.01 0.05 -3.80
C 1.60 0.98 -0.52
Au 3.25 0.86 2.63
H -2.38 -1.07 2.62
H -1.37 1.85 2.27
H -0.34 2.15 -4.30
H -3.97 -0.37 0.96
C -1.43 -0.39 -4.16
C -3.18 -0.24 0.22
H -2.17 0.38 -3.91
H 2.00 -0.80 -4.03
C -1.90 0.20 0.94
C 1.42 0.74 -1.84
S 2.91 -1.65 3.17
H 0.75 -1.99 -3.65
N 1.93 -3.46 6.16
C -2.21 1.52 1.67
O 0.75 1.07 1.67
H -3.05 -1.20 -0.28
H -1.71 -1.31 -3.65
H -2.46 2.31 0.95
C -0.76 0.40 -0.04
C 2.94 -0.20 5.54
H 0.84 -1.28 -5.27
H -3.07 1.38 2.32
S 3.41 1.29 4.92
C 0.16 0.32 -2.31
C -0.89 0.17 -1.39
C 2.29 -2.54 5.58
H 1.35 1.65 -4.42
H -0.68 -0.60 2.56
H -3.52 0.50 -0.51
H -1.30 -1.83 1.45
C 0.32 1.33 -4.58
C 0.54 0.84 0.47
H -1.85 -0.15 -1.76
C 0.96 -1.07 -4.21
C 2.71 -1.40 4.81
C -1.53 -0.89 1.96
H -1.49 -0.56 -5.23
H 0.19 1.14 -5.65

Entry 6:
43
Properties=species:S:1:pos:R:3 method="wB97M-V/def2-TZVPD" homo_lumo_gap_ev="8.54 / 6.19" total_charge=+1 spin_multiplicity=3 s_squared=2.010
N 0.68 -1.26 2.58
H -3.10 2.07 -3.59
H -1.33 -0.75 2.38
C 0.29 2.49 -1.23
H 1.80 -1.42 4.32
N -0.17 0.55 -3.05
C -2.45 0.27 -4.56
C -0.30 -0.48 -3.89
N 1.12 -0.72 0.21
C -0.16 -3.42 4.26
H -2.10 5.45 -0.72
C -0.26 4.53 -0.12
C -0.89 2.55 -1.97
C -1.74 3.63 -1.78
H 2.64 -1.94 2.85
H -2.15 -2.66 3.83
H -0.14 -2.95 5.24
H -1.26 -3.21 2.41
H 1.24 -3.96 2.71
H -0.69 -0.68 4.02
H -0.01 5.31 0.60
H -3.35 0.17 -5.15
C 0.92 -0.98 1.33
H 3.93 0.03 -0.71
C -1.43 4.61 -0.86
C -1.15 1.46 -2.94
C -1.42 -0.66 -4.66
H 0.53 -1.18 -3.92
C 3.62 0.17 -1.73
H -2.66 3.72 -2.35
H 4.15 0.93 -2.30
C 1.24 -3.40 3.65
Au 1.55 0.89 -1.63
H 1.53 3.40 0.28
C -1.16 -2.69 3.36
C 0.61 3.46 -0.30
C -2.31 1.34 -3.69
H -0.49 -4.45 4.42
I 3.40 -1.58 -2.76
C 1.69 -1.98 3.38
C -0.69 -1.26 3.10
H 1.95 -3.89 4.31
H -1.49 -1.50 -5.33

Entry 7:
51
Properties=species:S:1:pos:R:3 method="wB97M-V/def2-TZVPD" homo_lumo_gap_ev=6.91 total_charge=0
C 2.35 -0.37 2.87
C 5.29 -1.44 2.60
N 1.71 -3.42 1.24
H 0.98 6.58 -1.35
Te -3.43 1.05 -3.65
C 2.83 0.39 1.73
O 4.00 2.54 -2.69
Br 0.46 -0.33 3.15
H 4.59 -1.38 5.90
H 1.91 1.31 -2.16
Bi -0.54 -0.08 -0.67
H 4.72 2.82 -3.26
O 0.33 1.88 -0.98
C 3.22 3.62 -2.38
Te -3.19 0.81 -0.95
H 7.00 -1.86 6.03
H 8.33 -2.08 3.95
C 2.77 5.98 -2.36
H 1.10 -3.70 1.99
C 1.14 -3.13 0.06
H 7.21 -1.83 1.76
C 5.17 -1.47 4.99
H 3.85 -3.43 -0.48
H 3.76 -2.24 -1.78
Te 0.10 -0.63 -3.39
C 3.37 -2.50 -0.80
C 1.25 4.46 -1.30
H 3.05 6.99 -2.64
C 1.64 1.96 -1.31
C 7.27 -1.86 3.90
H 2.55 -1.41 4.65
H 4.49 5.09 -3.30
N 1.93 -2.65 -0.90
C 1.61 5.75 -1.64
H 4.82 -1.37 1.63
H 0.34 4.25 -0.76
H 1.47 -2.49 -1.79
C 3.07 -1.03 3.78
Te -2.38 -1.36 -4.19
C 3.58 4.92 -2.73
C 6.52 -1.74 5.06
C 2.05 3.38 -1.67
N 2.06 0.78 0.78
H 2.67 -3.24 1.44
H 3.88 0.68 1.74
S -0.52 -3.31 -0.20
C 4.52 -1.30 3.76
H 3.63 -1.70 -0.11
H 3.50 1.79 -0.21
C 6.65 -1.72 2.67
N 2.52 1.54 -0.18

Entry 8:
44
Properties=species:S:1:pos:R:3 method="wB97M-V/def2-TZVPD" homo_lumo_gap_ev=8.55 smiles=COc1cc(Br)c(CNCCc2ccc3c(c2)OCO3)cc1OC total_charge=0
H -1.97 2.91 -0.36
O -1.71 -0.61 2.26
H 2.87 1.07 1.44
H 0.52 0.62 -2.57
C -0.52 -1.88 -0.57
H -0.89 -4.38 0.46
O -1.62 -0.50 -2.32
H 2.78 3.64 -0.19
C -0.57 -0.86 -1.55
C 0.37 0.65 1.78
H -3.30 -0.74 -1.11
H -1.36 -3.15 1.67
C 1.79 -0.34 -1.15
H 3.22 0.37 -2.56
C -1.81 1.20 0.91
H 0.76 -2.87 0.83
C -1.60 -3.59 0.70
H 4.11 2.51 0.03
H 1.75 2.17 -1.62
O -3.09 0.71 0.98
Br 3.39 -1.76 0.77
C 0.89 1.74 1.08
C -2.92 -1.01 -2.10
C -3.04 -0.38 1.87
H 3.84 0.30 -0.91
H -3.54 -0.54 -2.86
C 0.04 2.54 0.34
H -2.95 -2.10 -2.23
C 0.59 -0.14 -1.81
C 0.69 -2.10 0.08
H -2.60 -4.01 0.73
C 2.97 0.55 -1.50
H 0.44 3.41 -0.18
C -0.97 0.40 1.69
H -3.65 -0.16 2.76
C 3.03 2.58 -0.10
C 1.81 -1.35 -0.20
C 2.37 2.00 1.18
N 2.71 1.97 -1.37
H 1.01 0.02 2.39
C -1.32 2.29 0.23
H -3.44 -1.28 1.38
O -1.65 -2.61 -0.31
H 2.56 2.70 1.99

Entry 9:
48
Properties=species:S:1:pos:R:3 method="wB97M-V/def2-TZVPD" homo_lumo_gap_ev=8.23 smiles="O=C1C=CC(=O)C=C1.O=C1C=CC(=O)C=C1.ClCCCl.ClCCCl.ClCCCl" total_charge=0
C 3.20 -1.61 5.10
C 3.03 -3.01 5.31
O -1.89 1.41 -8.58
Cl 3.39 -1.37 -2.26
H -4.70 -1.58 -6.76
C 0.88 -1.53 4.38
Cl -2.81 3.35 5.65
C -3.03 -0.95 -5.44
C -2.25 2.34 4.26
C 1.86 -3.71 4.82
O -3.43 -1.64 -4.55
C -2.29 0.70 -7.68
H -0.04 1.49 1.28
C 3.61 0.28 -1.67
H -4.06 -0.14 -8.66
C -3.45 -0.22 -7.74
C -3.80 -0.97 -6.72
C -1.29 3.09 3.36
H -1.94 -0.02 2.50
Cl 5.12 1.37 -3.76
C -1.60 -0.06 1.48
H 2.13 0.21 4.46
Cl -2.97 0.75 0.49
H -1.64 -1.10 1.16
H 0.58 -0.11 1.70
H -1.74 1.47 4.61
H 4.58 0.33 -1.17
C 0.79 -3.00 4.44
H -1.39 -0.11 -4.47
C 2.14 -0.85 4.75
C -0.23 0.43 1.16
H 1.99 -4.77 4.76
C -1.96 -0.03 -5.37
O -0.06 -0.86 3.98
H -3.16 1.92 3.75
H 4.18 -1.23 5.24
C 3.59 1.25 -2.80
H 2.78 0.99 -3.52
H -0.10 -3.54 4.03
H -1.47 4.14 3.22
H -1.25 2.51 2.41
H 2.82 0.59 -0.97
O 3.93 -3.68 5.76
H 3.45 2.28 -2.46
H -0.70 1.41 -6.32
C -1.53 0.72 -6.41
Cl 0.24 0.10 -0.56
Cl 0.48 2.95 3.82

Entry 10:
49
Properties=species:S:1:pos:R:3 method="wB97M-V/def2-TZVPD" homo_lumo_gap_ev=8.52 smiles="CCN(CC)S(=O)(=O)c1ccc(Cl)c(NC(=O)COc2ccccc2[N+](=O)[O-])c1" total_charge=0
C -0.01 0.87 4.93
N -0.60 -0.59 1.40
H 3.54 1.89 3.92
C 2.10 -1.77 -4.53
H -3.95 1.64 -0.71
C -2.41 0.58 0.32
N 0.41 -0.06 -4.03
C 0.52 -1.36 1.44
O 1.49 1.86 -2.85
O -1.87 1.03 6.22
C -0.29 0.42 -0.80
H 1.79 -2.23 2.96
H -2.52 2.11 -2.70
Cl -3.41 0.25 1.70
H 2.93 -2.31 -4.08
C 0.52 2.06 5.40
C 0.75 -0.01 4.14
H 0.16 -2.94 2.86
H 2.22 3.36 5.40
H -0.10 2.69 6.02
O -2.02 -0.05 4.37
H 2.11 -0.30 -2.96
H -2.49 -1.82 -4.46
C 1.80 2.43 5.05
O 1.28 -1.56 0.53
O 0.19 -1.21 3.86
N -1.40 0.58 5.20
C 0.72 -2.00 2.82
H -1.96 -1.02 -2.97
C -2.14 1.56 -1.85
C -1.62 -1.52 -3.88
C 2.03 0.39 3.77
H 0.94 -1.62 -2.71
C 1.39 -0.95 -3.46
C 2.54 1.60 4.22
O -0.54 2.25 -4.21
C -1.09 0.12 0.31
C -0.74 -0.60 -4.72
H 2.49 -1.12 -5.30
H -1.31 0.27 -5.04
H -1.21 -0.60 2.21
H 2.64 -0.23 3.13
H 1.43 -2.49 -4.99
C -2.93 1.30 -0.75
H -0.40 -1.13 -5.61
C -0.83 1.12 -1.86
S 0.20 1.42 -3.31
H -1.08 -2.42 -3.59
H 0.74 0.11 -0.83